{"formula": "C3H8N2O2", "method": "ωB97M-V/def2-TZVPD", "symbols": ["N", "H", "H", "O", "C", "N", "H", "H", "C", "H", "O", "H", "C", "H", "H"], "xyz": [[-2.4158, -0.0973, 0.1270], [1.1843, 1.2681, -0.5310], [-0.4038, -1.3698, -0.3146], [-1.2500, 1.6649, -0.7546], [1.5569, -0.1056, 1.1393], [-0.2421, -0.4165, -0.6436], [-3.2127, 0.5130, 0.2227], [-2.6137, -1.0690, -0.0554], [1.3837, 0.2238, -0.3200], [1.6597, -1.1795, 1.3006], [0.2723, -0.3853, -1.9716], [2.4886, 0.3671, 1.4686], [-1.3243, 0.4909, -0.4809], [0.7368, 0.2714, 1.7484], [2.1802, -0.1763, -0.9348]], "forces_ev_per_a": [[0.3, 0.2, -0.2], [-0.1, -0.1, 0.0], [-0.1, 0.2, 0.1], [0.1, -0.8, 0.2], [0.5, 0.3, 0.2], [4.1, 1.0, -1.0], [0.0, -0.1, -0.1], [0.0, 0.1, 0.0], [-2.1, -0.2, 2.2], [0.0, 0.0, 0.0], [-1.3, -0.9, -1.9], [0.0, -0.1, 0.2], [-0.8, 0.8, 0.7], [0.0, 0.1, 0.0], [-0.7, -0.4, -0.3]], "smiles": "CC[N@H+]([O-])C(N)=O", "multiplicity": 1, "total_charge": 0}


{"formula": "C9H15N3O2S", "method": "ωB97M-V/def2-TZVPD", "symbols": ["C", "H", "O", "N", "O", "H", "H", "S", "H", "N", "H", "C", "C", "H", "H", "C", "H", "N", "H", "C", "H", "H", "C", "C", "H", "C", "H", "C", "H", "H"], "xyz": [[-1.9851, 0.5741, 0.5065], [-3.5269, 1.6407, 1.1719], [3.9793, 0.7878, -0.6482], [-1.2705, -0.3345, 0.5304], [4.0029, -1.5761, 0.5322], [4.9226, -1.2306, -1.0707], [-4.8247, -2.8179, -1.6935], [-0.8510, 2.0941, -0.2342], [-4.5510, -3.1529, 0.1645], [1.6859, 1.3668, -0.3185], [-2.9776, -1.3637, -1.0527], [0.5046, 0.7759, -0.0376], [2.8114, -0.8329, 0.4731], [-3.7813, 1.5682, -0.1639], [-3.6263, -1.0775, 1.2989], [-3.4107, 0.8176, 0.5427], [-4.5035, -0.7096, -1.5650], [0.0078, -0.2771, 0.3574], [-5.8944, -2.3002, -0.3831], [-3.9424, -1.1721, -0.7833], [4.1166, -2.5831, -1.1411], [5.5814, -2.7074, -0.1241], [-4.8383, -2.4607, -0.6220], [2.8225, 0.5537, -0.2807], [-5.1325, -0.3821, 0.6745], [4.5894, -2.0414, -0.3849], [2.0805, -1.5273, -0.2960], [-3.9637, -0.3261, 0.5247], [1.7568, 2.1867, -0.5793], [2.2752, -0.7772, 1.5287]], "forces_ev_per_a": [[-1.6, 9.9, -3.0], [-0.6, 0.4, 3.4], [-2.7, 1.6, -0.4], [1.6, -7.5, 1.6], [-7.2, 5.8, 12.5], [1.1, -0.2, 0.0], [-0.1, -0.7, 1.4], [0.1, -2.0, 1.0], [0.7, -0.4, -0.4], [1.8, -12.7, 3.3], [2.5, -0.9, -1.0], [-4.2, 6.7, -1.2], [-4.1, -2.3, -1.6], [0.6, -0.8, -1.9], [-0.1, 1.0, -0.4], [5.1, 10.0, -1.1], [0.2, 1.2, -0.7], [3.9, -3.6, 0.5], [0.1, 0.8, -0.2], [-3.5, -0.2, 2.2], [-2.0, -2.0, -0.9], [-2.4, 1.6, -0.2], [0.7, 0.4, -1.4], [4.5, -1.8, 1.5], [1.9, 0.8, 0.3], [10.0, -3.6, -10.6], [1.4, 1.7, 2.2], [-9.7, -13.1, 0.8], [0.5, 10.0, -3.3], [1.4, -0.3, -2.3]], "smiles": "CCCCc1nnc(NC(=O)COC)s1", "multiplicity": 1, "total_charge": 0}


{"formula": "C4H11NO2S", "method": "ωB97M-V/def2-TZVPD", "symbols": ["C", "H", "H", "C", "H", "H", "H", "H", "H", "O", "H", "S", "H", "C", "C", "H", "N", "O", "H"], "xyz": [[1.3416, -1.3470, -1.1555], [0.3876, -1.8739, -1.1093], [-2.3939, -1.2273, 0.6692], [-0.3035, 0.7049, 0.2357], [0.5809, 0.6985, 2.0992], [-0.7788, 0.4697, -1.8676], [1.6668, -1.1257, -2.1216], [-1.0847, -1.8932, 1.0477], [-0.6432, 2.0999, 1.6312], [2.0975, 1.1489, -0.5100], [-1.3364, 0.6590, 2.1152], [1.3162, 0.0452, 0.0112], [-0.0060, 1.8720, -1.3932], [-0.8521, 1.2185, -1.0627], [-0.4835, 1.0696, 1.6298], [-1.7516, 1.7575, -1.1777], [-1.5919, -1.6430, 0.2917], [1.7706, -0.5689, 1.2247], [2.0642, -2.0648, -0.5582]], "forces_ev_per_a": [[0.4, -1.8, 3.4], [-0.1, 0.3, -0.2], [-1.7, 1.0, 0.6], [-1.1, -2.2, -1.5], [-3.1, 1.3, -0.2], [-0.4, -0.2, 0.5], [0.5, 0.6, -1.4], [2.4, -1.2, 3.4], [0.1, 2.1, 0.5], [-0.1, -0.2, -0.1], [-0.6, -0.7, 0.5], [1.1, -0.5, -1.6], [-0.7, 0.3, 0.1], [2.8, -0.1, -0.6], [2.9, -1.2, 0.7], [-1.1, 0.4, 0.6], [-0.2, 0.8, -4.0], [0.0, -0.2, 1.0], [-1.1, 1.5, -1.6]], "multiplicity": 1, "total_charge": 0}


{"formula": "C3H7Cl3NO2", "method": "ωB97M-V/def2-TZVPD", "symbols": ["O", "H", "H", "Cl", "Cl", "N", "H", "H", "H", "C", "Cl", "O", "H", "C", "H", "C"], "xyz": [[-0.3359, 4.6675, -1.1510], [-0.3931, -2.3335, 0.8055], [-1.4158, 1.8994, -1.4629], [-2.0146, 0.1822, 0.9149], [1.2218, -3.2848, -0.5645], [-1.1087, 3.9205, -1.6570], [0.7500, -2.4100, 3.0137], [1.0257, -1.3676, 0.6324], [0.6497, -3.9491, 2.3155], [-0.6042, 2.5153, -1.8503], [2.8614, -3.2635, 2.2785], [-2.1998, 4.1917, -2.1772], [0.2337, 2.3017, -1.1866], [0.6951, -2.3847, 0.8427], [-0.4788, 2.2909, -2.9096], [1.1136, -2.9758, 2.1559]], "forces_ev_per_a": [[0.4, 1.7, 1.0], [0.0, 0.1, 0.1], [-0.1, -0.3, -0.1], [0.2, -0.1, -0.1], [0.3, -0.8, -0.6], [-0.6, -1.7, -2.5], [0.3, 0.5, -0.3], [0.1, 0.0, 0.6], [0.1, -0.1, -0.4], [-1.3, -0.7, 0.9], [0.3, 0.2, 0.2], [1.2, 0.0, 1.0], [0.1, 0.5, -0.4], [-0.7, 1.0, 0.1], [0.2, 0.4, 0.2], [-0.5, -0.7, 0.3]], "multiplicity": 1, "total_charge": -1}


{"formula": "C3H3O5P", "method": "ωB97M-V/def2-TZVPD", "symbols": ["O", "H", "C", "P", "C", "C", "H", "O", "O", "O", "H", "O"], "xyz": [[1.2481, -1.1434, 0.5062], [0.6720, -1.6913, -1.5551], [0.3175, -0.2088, 0.0895], [-1.4875, -0.2673, 0.1965], [1.1905, -0.9198, -0.8324], [0.3491, 1.3325, 0.7087], [2.0731, -0.4875, -1.3339], [0.9875, 1.6105, 1.6807], [-1.9315, -0.0776, -1.2220], [-1.4167, 1.0329, 1.0004], [0.2622, 2.0993, -0.1508], [-2.2642, -1.2794, 0.9122]], "forces_ev_per_a": [[1.4, -1.9, 2.4], [0.9, 1.1, 1.6], [-0.6, 2.2, 0.3], [-0.8, 0.4, -1.7], [-0.8, -0.4, -3.7], [-1.3, -1.8, -4.3], [-0.2, 0.1, 0.4], [1.7, 0.7, 2.9], [0.0, 0.3, -1.5], [0.7, 2.5, 1.1], [-0.3, -0.7, 0.7], [-0.6, -2.6, 1.7]], "multiplicity": 1, "total_charge": -2}


{"formula": "C19H19NO2", "method": "ωB97M-V/def2-TZVPD", "symbols": ["C", "C", "H", "C", "C", "H", "H", "H", "H", "C", "C", "C", "C", "C", "C", "H", "C", "C", "H", "H", "C", "C", "H", "N", "H", "O", "H", "C", "H", "C", "H", "C", "C", "H", "O", "H", "H", "C", "H", "H", "H"], "xyz": [[0.5995, -1.3874, 4.2059], [2.5673, 0.3902, 0.5109], [-4.4872, -1.5167, -3.4157], [0.3101, -1.3613, 1.8159], [1.3644, -0.2600, -0.2455], [0.9281, 3.0150, -0.3708], [-1.7049, -1.0279, 1.1422], [-2.9651, -2.6081, -1.8104], [4.2369, 1.8095, -0.9828], [1.1233, -1.5273, 2.9336], [3.2060, 2.1561, -1.0315], [-1.3332, 0.3312, -2.1707], [-2.1809, 0.9270, -3.1050], [-3.6043, -0.9991, -3.0710], [0.3372, 0.8919, -0.3060], [2.4116, 0.2816, 1.5885], [-0.7435, -1.0971, 4.3769], [-3.3141, 0.2706, -3.5441], [-1.1520, -0.9868, 5.3701], [1.6881, -0.5408, -1.2534], [-2.7532, -1.6101, -2.1644], [-1.0437, -1.1008, 1.9939], [2.7282, 1.7451, -1.9275], [2.5351, 1.7967, 0.2043], [3.5189, -0.0632, 0.2381], [1.1650, -2.6166, -0.0005], [-2.6171, -0.7637, 3.3969], [0.9310, -1.5242, 0.4633], [3.2112, 3.2417, -1.1136], [-1.6258, -0.9501, -1.7103], [-0.5234, 0.6914, 0.3331], [1.1248, 2.1251, 0.2253], [-0.1449, 1.1057, -1.7352], [1.2418, -1.5113, 5.0650], [0.3910, 1.8977, -2.4784], [-3.9690, 0.7453, -4.2595], [-1.9352, 1.9135, -3.4690], [-1.5640, -0.9671, 3.2703], [-0.9555, -1.4535, -1.0322], [2.1660, -1.7769, 2.8012], [0.8315, 2.3152, 1.2621]], "forces_ev_per_a": [[0.0, 0.0, 0.1], [0.0, -0.1, 0.1], [-0.1, 0.0, 0.0], [-0.1, -0.3, 0.3], [0.2, -0.1, -0.2], [0.0, 0.0, 0.1], [0.0, 0.1, -0.1], [0.0, -0.1, 0.0], [0.1, 0.0, 0.0], [-0.1, 0.0, -0.1], [0.0, -0.1, -0.1], [-0.4, -0.1, -0.4], [0.1, 0.0, 0.1], [0.0, 0.0, 0.0], [0.1, 0.4, 0.0], [0.1, -0.1, -0.1], [0.0, 0.0, 0.0], [0.0, 0.0, 0.0], [0.0, 0.0, 0.1], [0.0, -0.1, 0.1], [-0.1, -0.1, 0.0], [0.1, 0.0, -0.1], [0.0, 0.0, -0.1], [0.1, 0.1, 0.1], [0.0, 0.0, 0.0], [-0.1, 0.0, 0.1], [-0.1, 0.0, 0.0], [0.2, 0.1, -0.3], [0.0, 0.0, -0.1], [0.1, 0.2, 0.0], [0.0, 0.0, -0.1], [-0.2, 0.1, 0.1], [0.1, 0.0, 0.3], [0.0, 0.0, 0.1], [-0.1, 0.0, 0.0], [-0.1, 0.0, 0.0], [0.0, 0.1, 0.0], [-0.1, 0.0, 0.0], [0.0, -0.1, 0.1], [0.1, 0.0, 0.0], [-0.1, 0.0, -0.1]], "smiles": "CN1C[C@@H](C(=O)c2ccccc2)[C@H](C(=O)c2ccccc2)C1", "multiplicity": 1, "total_charge": 0}


Here are the calculated energy numbers, same order: -10311.83232 -28967.52694 -20741.52333 -46376.74073 -22684.70645 -25596.03927 (eV).